A gas-phase ion, C3H6N4 (charge +2), computed with wB97M-V/def2-TZVPD.

For the orbital gap, the calculation gives 10.516 eV. The HOMO energy comes out at -21.638 eV. For the total energy, the calculation gives -336.21235 a.u. Its energy above the lowest of the compared OMol25 structures with the same formula, charge and spin is 0.659 eV. As for the SMILES: N#CC(=[NH2+])NC=[NH2+]. Its net charge is +2. For the LUMO energy, the calculation gives -11.1 eV. As for the multiplicity: 1. The max |F| is 0.071 Eh/bohr.

Positions of all 13 atoms, in Å:
1 N 0.01654 -0.21404 -0.03921
2 N -0.54601 -2.29020 0.62257
3 C -0.26160 -1.52670 -0.39113
4 C 0.44158 0.84667 -0.77493
5 H -0.69228 -3.30699 0.45707
6 N 0.31355 -2.57501 -2.64485
7 N 0.50723 2.08817 -0.37135
8 H -0.12656 0.08900 0.90029
9 H 0.89582 2.84926 -1.02783
10 H 0.58619 0.52285 -1.77102
11 H -0.67063 -2.02866 1.59927
12 C 0.04261 -1.99587 -1.69360
13 H 0.20927 2.47012 0.48288

Computed Löwdin charges, given in elementary charges:
1. N 0.1637
2. N 0.3251
3. C -0.1778
4. C -0.0017
5. H 0.2072
6. N 0.3491
7. N 0.2914
8. H 0.1786
9. H 0.2286
10. H 0.1626
11. H 0.1870
12. C -0.0587
13. H 0.1449